The following is a quantum chemistry calculation of an isolated molecule of C11H19NSi, from the Open Molecules 2025 dataset.

Results
Molecular weight, g mol⁻¹: 193.4
HOMO-LUMO gap, eV: 9.8
SMILES: CN[Si@H](c1ccccc1)C(C)(C)C
E_LUMO, eV: 0.8

Structure (ORCA input):
```
! wB97M-V def2-TZVPD RIJCOSX def2/J DEFGRID3
* xyz 0 1
C -0.1762 2.4193 2.3523
N 0.4009 1.9252 1.2000
Si -0.2803 1.1818 -0.2246
C -1.1896 -0.4455 0.2290
C -2.3548 -0.9170 -0.2873
C -3.0162 -2.0453 0.2518
C -2.3991 -2.7644 1.2615
C -1.3246 -2.1721 1.9728
C -0.7539 -1.0124 1.4380
C 1.2837 0.5279 -1.2914
C 2.1655 1.5291 -1.9031
C 2.0790 -0.4503 -0.4527
C 0.7243 -0.4285 -2.4401
H 0.3438 2.2219 3.3394
H -0.2666 3.5215 2.3007
H -1.1640 1.8145 2.4865
H 1.3400 2.1276 1.1620
H -1.0755 2.1031 -1.1519
H -2.5725 -0.5552 -1.2582
H -3.8496 -2.4793 -0.2851
H -2.8563 -3.7195 1.6416
H -0.9283 -2.7845 2.7507
H 0.1669 -0.6551 1.8178
H 1.6404 2.2685 -2.4295
H 2.8095 1.9270 -1.0897
H 2.8406 1.0741 -2.6329
H 1.4338 -0.9402 0.3350
H 2.8489 0.0931 0.0633
H 2.4802 -1.2863 -0.9708
H -0.0419 -1.1615 -2.1089
H 0.1696 0.0882 -3.3219
H 1.5222 -1.0056 -2.7543
*
```

Mulliken population analysis, charges in e, atoms 1 to 6: -0.83 0.00 0.08 0.45 -0.25 -0.66

---

The following is a quantum chemistry calculation of a structure of composition C11H20AuClIN2O2P, from the Open Molecules 2025 dataset.

Results
Molecular weight, g mol⁻¹: 602.6
HOMO-LUMO gap (alpha / beta), eV: 5.7 / 5.7
⟨S²⟩: 2.019
E_LUMO (alpha / beta), eV: -8.7 / -10.5

Structure (ORCA input):
```
! wB97M-V def2-TZVPD RIJCOSX def2/J DEFGRID3
* xyz 2 3
C 1.6274 -2.2910 -0.7470
C 0.9704 -1.0012 -1.2225
H 2.3290 -2.6310 -1.5130
H 0.8688 -3.0514 -0.5458
H 2.1354 -2.1302 0.2069
O 1.2770 -0.5405 -2.3086
I -2.3996 1.4078 1.5181
Au -0.4356 -0.0459 -0.0190
P -2.2381 -1.3005 -0.9158
C -3.0614 -0.4602 -2.3112
C -1.8016 -2.9440 -1.5903
H -3.1453 -1.8709 1.2415
H -4.1823 -2.4838 -0.0928
H -4.1923 -0.7435 0.3590
C -3.5790 -1.6433 0.2660
H -1.3779 -3.5595 -0.7932
H -2.6914 -3.4403 -1.9908
H -3.8914 -1.0665 -2.6874
H -2.3421 -0.2904 -3.1172
H -1.0569 -2.8312 -2.3825
H -3.4347 0.5049 -1.9565
C -0.6390 1.2825 -1.2995
O -0.7755 2.1149 -2.0873
Cl -0.2365 -1.7250 1.6947
C 3.8333 3.3030 0.2378
C 2.7460 2.4196 0.7542
C 2.4034 2.2486 2.0712
C 1.3159 1.3968 2.0497
N 1.0352 1.0607 0.7572
N 1.9207 1.6858 -0.0115
C 0.6039 0.9879 3.3023
H 3.6323 4.3500 0.5520
H 4.8114 2.9801 0.6481
H 3.8684 3.2672 -0.8711
H 2.8656 2.7071 2.9360
H 1.9502 1.6423 -1.0529
H 1.3077 0.4371 3.9613
H 0.2526 1.8957 3.8354
H -0.2742 0.3584 3.1245
*
```

Mulliken population analysis, charges in e, atoms 1 to 6: -1.28 0.49 0.40 0.26 0.35 -0.39

---

The following is a quantum chemistry calculation of a cluster of 3 separate species, C11H20BF2IO7 in total, from the Open Molecules 2025 dataset.

Results
Molecular weight, g mol⁻¹: 440.0
HOMO-LUMO gap, eV: 9.8
SMILES: CC[C@H](I)B(F)CC(=O)F.COC(=O)OC.COC(=O)OC
E_LUMO, eV: 0.2

Structure (ORCA input):
```
! wB97M-V def2-TZVPD RIJCOSX def2/J DEFGRID3
* xyz 0 1
C -2.7656 1.5167 0.1427
C -2.9560 0.4988 1.2629
C -1.8302 0.5934 2.2819
I -0.0755 -0.4440 1.6090
B -2.1679 0.0817 3.7214
F -3.2419 -0.6206 3.9411
C -1.2269 0.3621 4.9690
C -0.8102 1.7841 5.1793
O 0.1081 2.1409 5.8836
F -1.5640 2.6995 4.5490
H -3.6853 1.6576 -0.4036
H -2.4726 2.4752 0.5341
H -2.0004 1.1761 -0.5296
H -3.9047 0.6520 1.7473
H -2.9596 -0.4705 0.7947
H -1.5398 1.6296 2.3574
H -0.3072 -0.1706 4.8038
H -1.6495 0.0078 5.8937
C 1.5945 5.4016 -1.6547
O 1.6658 4.7743 -2.9362
C 1.1715 3.5403 -2.9653
O 0.6948 2.9501 -2.0352
O 1.2974 3.0725 -4.2036
C 0.8014 1.7441 -4.3783
H 2.0268 6.3902 -1.7734
H 0.5605 5.4947 -1.3296
H 2.1681 4.8409 -0.9199
H -0.2628 1.6990 -4.1570
H 1.3439 1.0448 -3.7459
H 0.9650 1.4908 -5.4211
C 0.7091 -6.6996 -1.9936
O 1.8711 -6.1313 -1.3878
C 1.7574 -4.8377 -1.1019
O 0.7948 -4.1516 -1.3091
O 2.8974 -4.4355 -0.5463
C 2.9115 -3.0553 -0.1844
H 0.9371 -7.7459 -2.1707
H -0.1478 -6.6227 -1.3278
H 0.4914 -6.2105 -2.9406
H 2.1393 -2.8433 0.5529
H 2.7764 -2.4250 -1.0609
H 3.8847 -2.8547 0.2526
*
```

Mulliken population analysis, charges in e, atoms 1 to 6: -1.30 -0.48 -0.45 0.15 0.19 -0.25

---

The following is a quantum chemistry calculation of a cluster of 2 separate species, C11H20BNO2 in total, from the Open Molecules 2025 dataset.

Results
Molecular weight, g mol⁻¹: 209.1
HOMO-LUMO gap (alpha / beta), eV: 8.6 / 8.6
E_LUMO (alpha / beta), eV: -0.1 / -0.1

Structure (ORCA input):
```
! wB97M-V def2-TZVPD RIJCOSX def2/J DEFGRID3
* xyz 0 1
B -0.1262 -0.6753 0.1986
C -2.0253 -0.4828 -1.9372
C 0.2080 1.5475 0.5229
C 1.3896 0.8938 -0.3092
C 0.5836 1.7637 2.0126
C -0.5720 2.7538 0.0912
C 2.7694 1.2454 0.1209
C 1.2235 1.3921 -1.8426
C 0.0871 -3.2091 -0.2021
C -1.7040 -2.4737 1.4955
C -2.2481 -1.7866 -1.4387
C -0.8235 -2.1065 0.3781
N -1.7206 0.5880 -2.3455
O -0.6810 0.4747 0.6943
O 1.1084 -0.4490 -0.2392
H -0.3581 1.7873 2.5600
H 1.1633 2.6548 2.2156
H 1.1749 1.0059 2.4132
H -0.2610 3.7303 0.4516
H -1.5560 2.5769 0.5886
H -0.8095 2.7645 -0.9434
H 2.7482 2.0517 0.8397
H 3.4544 1.3961 -0.6476
H 3.2177 0.3419 0.5468
H 1.4124 2.4761 -1.8838
H 0.1709 1.0453 -2.1550
H 1.9438 0.8238 -2.4642
H 0.6637 -2.7060 -1.0262
H 0.7274 -3.5535 0.5853
H -0.5890 -3.9974 -0.6998
H -2.0738 -1.5002 1.9199
H -2.5434 -3.0364 1.1068
H -0.9928 -2.6814 2.2085
H -1.8384 -2.5768 -1.9298
H -3.1236 -2.0790 -0.8857
*
```

Mulliken population analysis, charges in e, atoms 1 to 6: 0.85 0.74 1.24 1.53 -2.12 -1.74

---

The following is a quantum chemistry calculation of a cluster of 2 separate species, C11H20BrClN6O5S in total, from the Open Molecules 2025 dataset.

Results
Molecular weight, g mol⁻¹: 463.7
HOMO-LUMO gap, eV: 4.0
E_LUMO, eV: -2.7

Structure (ORCA input):
```
! wB97M-V def2-TZVPD RIJCOSX def2/J DEFGRID3
* xyz 0 1
C 4.6946 -0.7934 2.1033
S 4.8099 1.0045 1.5867
O 6.2757 1.1689 1.2461
O 4.5943 1.9447 2.7474
N 3.8612 1.3728 0.2044
C 4.6705 1.7906 -0.9956
C 5.3678 0.5115 -1.6711
N 4.7218 -0.5861 -1.9391
C 2.5305 1.3330 0.0512
N 1.7507 1.5882 -1.1028
C 0.4023 1.4046 -0.7447
Cl -0.7499 1.7098 -2.0442
N 0.3025 1.0343 0.5992
C -0.9309 0.7587 1.3595
C -2.3112 0.8216 0.6119
C -2.5684 -0.4974 -0.2490
C -4.0811 -0.7266 -0.6564
C -4.7253 0.4140 -1.5563
N -3.9021 0.8025 -2.7416
N 1.5963 1.0142 1.0582
Br 1.6866 0.6017 2.8636
H 5.6348 -1.3275 1.7624
H 3.8151 -1.2396 1.5518
H 4.6251 -0.8573 3.2242
H 5.4615 2.5594 -0.7160
H 4.0559 2.2704 -1.8050
H 6.4725 0.5013 -1.9347
H 3.7336 -0.4673 -1.6634
H -0.8461 -0.3013 1.7760
H -0.9993 1.4920 2.2325
H -2.5051 1.7830 0.0280
H -3.1211 0.8173 1.4168
H -1.9070 -0.5936 -1.1596
H -2.2922 -1.3690 0.4357
H -4.6644 -0.9392 0.2902
H -4.1045 -1.6998 -1.2472
H -5.7279 0.0090 -1.9165
H -4.9362 1.3198 -0.8988
H -3.5400 1.7501 -2.6028
H -3.1485 0.1312 -2.9070
C -4.5576 -3.8099 0.5362
O -5.5614 -3.6062 -0.2010
O -4.7623 -4.8495 1.4065
O -3.4555 -3.2267 0.5853
H -5.6650 -5.0188 1.0756
*
```

Mulliken population analysis, charges in e, atoms 1 to 6: -0.91 1.11 -0.63 -0.59 -0.06 -0.70

---

The following is a quantum chemistry calculation of a structure of composition C11H20Cl2NO5Sn, from the Open Molecules 2025 dataset.

Results
Molecular weight, g mol⁻¹: 435.9
HOMO-LUMO gap (alpha / beta), eV: 5.1 / 6.9
E_LUMO (alpha / beta), eV: -14.1 / -12.2

Structure (ORCA input):
```
! wB97M-V def2-TZVPD RIJCOSX def2/J DEFGRID3
* xyz 3 1
Sn 0.5086 -0.1599 0.9211
C -3.4223 0.6599 -3.0721
O -2.8409 -0.0380 -1.9759
C -3.4604 -1.2184 -1.5380
C -3.2073 -1.5509 -0.0596
O -1.8858 -1.6313 0.4172
C -1.1956 -2.8603 0.1185
C -0.2307 -2.7766 -1.0510
O 0.7022 -1.6813 -0.9077
C 1.8066 -1.7736 -1.8553
H -4.3510 1.1209 -2.6934
H -2.7080 1.4096 -3.3921
H -3.7014 -0.0611 -3.8485
H -4.5326 -1.1877 -1.7631
H -3.0310 -2.0141 -2.1840
H -3.7255 -0.8103 0.5521
H -3.7186 -2.5135 0.0691
H -0.6383 -3.1037 1.0284
H -1.9220 -3.6587 -0.0513
H 0.3449 -3.7071 -1.0763
H -0.7257 -2.6673 -2.0219
H 2.4017 -2.6561 -1.6193
H 1.4018 -1.8326 -2.8644
H 2.4002 -0.8692 -1.7464
Cl 0.8658 -0.4940 4.0271
C 2.5213 -1.0512 3.8007
Cl 3.0384 -0.8681 2.0765
H 2.5861 -2.1057 4.0469
H 3.1899 -0.4349 4.3940
O 1.7740 1.4064 -0.0584
C 1.8465 2.4542 0.6236
C 2.7487 3.5990 0.3270
C 2.3447 4.6524 1.3687
C 1.4002 3.7903 2.2453
O 1.0036 4.3132 3.2822
N 1.1170 2.5936 1.7547
H 2.6484 3.9386 -0.7052
H 3.7816 3.2638 0.4574
H 1.7222 5.4632 0.9881
H 3.1429 5.0606 1.9854
*
```

Mulliken population analysis, charges in e, atoms 1 to 6: 1.01 -0.55 -0.02 -0.36 -0.68 -0.32